# 1
{
  "formula": "C5H7NO",
  "method": "ωB97M-V/def2-TZVPD",
  "symbols": ["C", "C", "C", "O", "C", "C", "N", "H", "H", "H", "H", "H", "H", "H"],
  "coordinates": [[-1.6629, 0.1682, -0.5159], [-0.3500, -0.0899, 0.2163], [-0.1888, -1.5052, 0.6969], [0.8769, -1.9952, 0.9995], [0.3163, 1.0249, 0.9947], [0.9473, 0.6116, -0.0551], [1.9782, 0.6336, -0.9528], [-2.4878, 0.2113, 0.2072], [-1.9059, -0.6142, -1.2451], [-1.6337, 1.1273, -1.0402], [-1.1175, -2.1189, 0.7228], [0.1938, 1.6707, 1.8476], [2.2595, -0.2951, -1.2431], [2.7745, 1.1709, -0.6326]],
  "mulliken_charge": [-1.482, 0.878, -0.131, -0.502, -0.700, 0.066, -0.505, 0.330, 0.380, 0.369, 0.356, 0.405, 0.276, 0.261],
  "e_lumo_ev": 0.9,
  "e_tot_ev": -8833.5296,
  "total_charge": 0,
  "fmax_ev_per_a": 0.476,
  "de_lowest_ev": 2.673
}

---

# 2
{
  "formula": "C5H7NO",
  "method": "ωB97M-V/def2-TZVPD",
  "symbols": ["C", "C", "C", "C", "N", "C", "O", "H", "H", "H", "H", "H", "H", "H"],
  "coordinates": [[0.4535, 2.0757, 0.1452], [0.2001, 0.6207, -0.0781], [-0.6680, -0.1209, 0.7662], [-0.7717, -1.4558, 0.5736], [-1.3622, -2.5095, 0.8160], [0.8095, -0.1076, -1.0325], [0.4311, -1.4879, -0.9464], [1.4317, 2.3780, -0.2348], [-0.3041, 2.6727, -0.3672], [0.4089, 2.3258, 1.2089], [-1.2357, 0.3114, 1.5775], [-0.9730, -3.4173, 0.6734], [1.7937, 0.0388, -1.4313], [-0.2231, -1.3689, -1.6376]],
  "mulliken_charge": [-1.214, 1.035, -0.938, 0.566, -0.631, -0.634, -0.458, 0.323, 0.268, 0.333, 0.358, 0.280, 0.324, 0.386],
  "e_lumo_ev": 0.8,
  "e_tot_ev": -8832.8088,
  "total_charge": 0,
  "fmax_ev_per_a": 1.815,
  "de_lowest_ev": 3.394
}